The following is a DFT calculation (ωB97M-V with the def2-TZVPD basis set) of 2 unconnected molecules or ions with the total composition C2H3IN2 at a distorted geometry.

spin multiplicity: 1
LUMO level: -0.8 eV
ΔE to the lowest compared entry with this formula, charge and spin: 1.2926 eV

Geometry (Å):
I -1.0448 1.9678 0.6824
N -2.2996 -1.9416 1.0663
N -1.7995 -1.7928 0.0725
C 1.0779 0.3112 -0.4546
C 0.6937 0.8217 0.8939
H 1.6745 1.0862 -0.8047
H 0.1329 0.2349 -1.1141
H 1.5648 -0.6874 -0.3417

Forces on atoms 1 to 3 (eV/Å):
I 0.13 0.07 0.22
N 2.08 0.61 -4.16
N -2.09 -0.63 4.16